No. 1
Here is a cluster of 2 separate species, C11H20OSi in total from OMol25. Energies are from ωB97M-V/def2-TZVPD.

Positions of all 33 atoms, in Å:
1 C -0.3620 -1.7490 -0.0991
2 C 0.5783 -1.5167 0.6151
3 Si 2.0477 -1.2179 1.7818
4 C 1.5487 -0.5143 3.4367
5 C 3.2534 -0.1118 0.6993
6 C 2.6225 -3.1520 2.1398
7 H -1.1214 -1.7976 -0.8070
8 H 2.3108 -0.7936 4.1009
9 H 1.5520 0.5230 3.1172
10 H 0.6475 -0.6884 3.9662
11 H 4.1861 -0.5380 0.4460
12 H 2.8316 0.1983 -0.2129
13 H 3.3812 0.7518 1.2708
14 H 1.6858 -3.8070 2.3818
15 H 3.0980 -3.5073 1.3212
16 H 3.1537 -3.2304 3.1318
17 C -3.1487 0.9109 0.9146
18 C -2.9571 0.5921 -0.5116
19 O -3.7280 -0.0411 -1.1815
20 C -1.7942 1.2425 -1.0335
21 C -1.2815 1.3838 -2.2546
22 C -0.0419 2.1869 -2.7846
23 C -1.9567 0.8964 -3.4829
24 H -2.1971 0.7108 1.4963
25 H -3.8826 0.3132 1.4928
26 H -3.3396 1.9843 0.9664
27 H -1.1058 1.7039 -0.3220
28 H 0.3660 3.0134 -2.2433
29 H -0.4667 2.5178 -3.7408
30 H 0.6809 1.4247 -3.0687
31 H -2.5049 1.7166 -4.0107
32 H -2.7042 0.0369 -3.2175
33 H -1.3520 0.5579 -4.3083

Results
Lowest unoccupied orbital energy (eV): 0.601
SMILES: C#C[Si](C)(C)C.CC(=O)C=C(C)C
Spin multiplicity: 1
Relative energy (zero: lowest compared OMol25 entry of this formula, charge and spin) (eV): 3.325
Molecular weight (Da): 196.37

Atomic partial charges in e from the Löwdin method, atoms 1 to 5:
1. C 0.031
2. C -0.188
3. Si 0.600
4. C -0.181
5. C -0.148

---

No. 2
Here is a structure of composition C11H21BaN4O13P3 from OMol25. Energies are from ωB97M-V/def2-TZVPD.

Positions of all 53 atoms, in Å:
1 Ba -0.4927 -1.6597 -0.1425
2 O 5.4366 1.6086 0.3233
3 C 4.2124 1.0462 0.3986
4 C 3.8829 0.0861 1.3539
5 C 2.5957 -0.4127 1.3415
6 N 1.6707 -0.0345 0.4655
7 C 2.0011 0.8621 -0.4657
8 C 3.2582 1.4320 -0.5368
9 C 0.9548 1.1878 -1.5463
10 O 1.2505 1.9920 -2.4110
11 O -0.1464 0.5301 -1.4351
12 C 2.2365 -1.5264 2.2966
13 O 3.0530 -2.0859 2.9796
14 O 0.9375 -1.8528 2.2788
15 H 6.0099 1.2481 1.0087
16 H 4.5954 -0.2848 2.0792
17 H 3.4808 2.1458 -1.3165
18 N -2.1160 0.0320 -3.2828
19 C -2.7738 -1.3339 -3.3782
20 C -3.7972 -1.2595 -4.5100
21 P -1.3818 -2.4342 -3.8750
22 O -2.0836 -3.8738 -4.1745
23 O -0.8105 -1.8556 -5.1083
24 O -0.5222 -2.6797 -2.6504
25 P -3.6286 -1.7122 -1.7467
26 O -3.0891 -3.2090 -1.3506
27 O -5.0823 -1.7565 -1.9769
28 O -2.9408 -0.8083 -0.7665
29 H -1.6752 0.2372 -4.1849
30 H -1.3610 0.1526 -2.5461
31 H -2.8161 0.7438 -3.0752
32 H -3.3109 -1.0213 -5.4580
33 H -4.5660 -0.5206 -4.2814
34 H -4.3117 -2.2142 -4.5998
35 H -2.2654 -3.9431 -5.1205
36 H -3.7489 -3.8661 -1.6025
37 N -0.0616 -5.2733 -2.2520
38 C -0.6283 -5.6664 -0.9244
39 P 0.6833 -5.2267 0.3129
40 O 1.6988 -6.3042 0.2950
41 O 1.0402 -3.8050 -0.0510
42 C -0.2020 -5.1744 1.9186
43 N 0.6432 -4.4722 2.9053
44 H -0.1133 -4.2112 -2.3759
45 H -0.5908 -5.6685 -3.0268
46 H 0.9133 -5.5698 -2.3215
47 H -0.8343 -6.7345 -0.9222
48 H -1.5502 -5.1002 -0.7931
49 H -0.4413 -6.1975 2.2207
50 H -1.1454 -4.6303 1.8049
51 H 0.3108 -4.6525 3.8458
52 H 0.8418 -2.8066 2.6360
53 H 1.5961 -4.8263 2.8638

Results
Lowest unoccupied orbital energy (eV): -0.108
Spin multiplicity: 1
Relative energy (zero: lowest compared OMol25 entry of this formula, charge and spin) (eV): 0.235
Molecular weight (Da): 647.55

Atomic partial charges in e from the Löwdin method, atoms 1 to 5:
1. Ba 2.068
2. O 0.091
3. C -0.272
4. C 0.077
5. C -0.184

---

No. 3
Here is a structure of composition C11H21ClI2N2O3 from OMol25. Energies are from ωB97M-V/def2-TZVPD.

Positions of all 40 atoms, in Å:
1 C -0.9202 2.0867 -2.0761
2 C -0.1455 1.5246 -0.8759
3 C -0.8375 1.8061 0.4449
4 Cl -2.4454 1.0160 0.4561
5 N -0.1036 1.4433 1.6454
6 C 0.9701 2.3973 1.9827
7 N 0.7019 3.1479 3.2062
8 C 0.3271 0.1026 1.6607
9 O 1.2703 -0.3705 1.0808
10 O -0.4920 -0.6363 2.4714
11 C -0.0956 -1.9315 2.6715
12 I -1.1003 -3.2854 1.4114
13 C 0.8273 -2.2512 3.5776
14 C 1.5230 -1.2213 4.4148
15 I 1.4322 -4.2252 3.9282
16 H -1.8020 2.6413 -1.7724
17 H -0.2841 2.7257 -2.6781
18 H -1.2493 1.2898 -2.7326
19 H 0.8726 1.8976 -0.8800
20 H -0.0932 0.4468 -1.0018
21 H -1.0325 2.8718 0.5147
22 H 1.9060 1.8744 2.1407
23 H 1.1294 3.0981 1.1700
24 H -0.2817 3.3869 3.2295
25 H 0.8145 2.4972 3.9745
26 H 1.5718 -0.2625 3.9155
27 H 2.5440 -1.5503 4.5808
28 H 1.0725 -1.1394 5.3984
29 C -0.4128 -2.3358 -2.3934
30 C -0.6801 -1.1310 -3.2819
31 C -0.9704 -1.5441 -4.7168
32 O 0.4316 -0.2336 -3.2441
33 H 0.4636 -2.8871 -2.7462
34 H -0.2075 -2.0200 -1.3719
35 H -1.2661 -3.0160 -2.3812
36 H -1.5290 -0.5697 -2.8869
37 H -0.1107 -2.0686 -5.1428
38 H -1.1595 -0.6676 -5.3370
39 H -1.8375 -2.2035 -4.7717
40 H 1.1988 -0.7033 -3.5851

Results
Lowest unoccupied orbital energy (eV): 0.109
Spin multiplicity: 1
Relative energy (zero: lowest compared OMol25 entry of this formula, charge and spin) (eV): 0.042
Molecular weight (Da): 518.56

Atomic partial charges in e from the Löwdin method, atoms 1 to 5:
1. C -0.100
2. C -0.256
3. C -0.666
4. Cl 0.678
5. N -0.068

---

No. 4
Here is the ion C11H21FN5O6P2 with charge +1 from OMol25. Energies are from ωB97M-V/def2-TZVPD.

Positions of all 46 atoms, in Å:
1 C 4.7260 -3.4984 -0.3618
2 C 4.0074 -2.9882 -1.5990
3 O 4.0661 -1.5690 -1.6800
4 C 2.8856 -0.9162 -1.2923
5 C 1.8730 -0.8923 -2.4391
6 O 0.5431 -0.8379 -1.8898
7 C -0.4166 -0.2011 -2.6633
8 N -0.8416 1.0340 -2.0160
9 C -1.5491 1.1502 -0.9044
10 N -1.8457 2.3592 -0.3885
11 C -2.5507 2.1513 0.6983
12 C -3.1638 3.1498 1.6088
13 C -2.2371 4.2446 2.1713
14 C -1.2069 4.8327 1.2382
15 F -3.1198 5.2480 2.5600
16 N -2.7025 0.8360 0.8684
17 O -3.4039 0.1893 1.8453
18 C -2.6499 -0.1031 2.9034
19 N -2.0156 -0.3694 3.8181
20 N -2.0612 0.1369 -0.1597
21 P -2.0060 -1.6264 -0.3009
22 P -0.3531 -1.9758 1.1331
23 O 0.2780 -0.7180 1.5100
24 O -1.0120 -2.8050 2.3354
25 O 0.5502 -3.0370 0.3492
26 H 4.5311 -4.5673 -0.2309
27 H 4.3739 -2.9792 0.5340
28 H 5.8034 -3.3544 -0.4420
29 H 2.9622 -3.3295 -1.5977
30 H 4.4698 -3.3876 -2.5055
31 H 2.4215 -1.3902 -0.4217
32 H 3.1579 0.0997 -1.0008
33 H 1.9765 -1.8015 -3.0389
34 H 2.0341 -0.0152 -3.0727
35 H -1.2806 -0.8559 -2.7984
36 H -0.0509 0.0812 -3.6536
37 H -0.5246 1.9154 -2.3929
38 H -3.9578 3.6631 1.0549
39 H -3.6454 2.6305 2.4402
40 H -1.7632 3.8930 3.0909
41 H -1.6076 5.0191 0.2417
42 H -0.3364 4.1790 1.1617
43 H -0.8770 5.7803 1.6671
44 H -3.0436 -1.8008 0.6272
45 H -1.1921 -3.7348 2.1450
46 H 0.7551 -3.8393 0.8476

Results
Lowest unoccupied orbital energy (eV): -3.229
SMILES: CCOCCOCNc1nc(C[C@@H](C)F)n(OC#N)[n+]1PP(=O)(O)O
Spin multiplicity: 1
Molecular weight (Da): 400.26
Net charge: +1

Atomic partial charges in e from the Löwdin method, atoms 1 to 5:
1. C -0.067
2. C -0.271
3. O -0.140
4. C -0.191
5. C -0.130

---

No. 5
Here is a cluster of 2 separate species, C11H21INO7P in total from OMol25. Energies are from ωB97M-V/def2-TZVPD.

Positions of all 42 atoms, in Å:
1 C 4.4636 0.5340 0.2874
2 C 3.8271 0.9101 -1.0559
3 C 2.7908 1.9999 -0.8968
4 O 2.9168 2.8927 -0.1050
5 O 1.7213 1.9676 -1.7437
6 C 0.8056 0.8819 -1.5022
7 C 0.1072 1.0798 -0.1676
8 C -1.1201 0.2037 0.0573
9 P -1.8594 0.4560 1.7694
10 N -3.4590 0.0882 1.3306
11 O -1.8935 2.1002 1.7589
12 O -2.1148 0.7979 -0.8792
13 C -2.6714 -0.1697 -1.6117
14 O -3.7368 -0.1201 -2.1482
15 O -1.7921 -1.2077 -1.6942
16 C -1.1775 -1.2800 -0.3919
17 C 0.0592 -2.1699 -0.4915
18 C 1.1747 -1.9859 0.5402
19 C 0.7876 -1.9472 2.0229
20 I -0.6710 -3.3741 2.6183
21 H 5.0529 1.3625 0.6821
22 H 5.1202 -0.3299 0.1562
23 H 3.7036 0.2798 1.0323
24 H 4.6038 1.3303 -1.7044
25 H 3.4046 0.0367 -1.5527
26 H 1.3653 -0.0572 -1.5507
27 H 0.0997 0.8854 -2.3311
28 H -0.2399 2.1157 -0.1321
29 H 0.8021 0.9516 0.6744
30 H -4.0124 0.9426 1.2723
31 H -3.8244 -0.4935 2.0775
32 H -1.1207 2.4234 2.2411
33 H -1.9232 -1.7719 0.2440
34 H -0.2801 -3.2068 -0.4232
35 H 0.4566 -2.0471 -1.5036
36 H 1.7636 -1.0857 0.3357
37 H 1.8603 -2.8304 0.4164
38 H 0.4742 -0.9517 2.3348
39 H 1.6696 -2.1942 2.6152
40 O -5.7017 1.0941 -0.4800
41 H -6.4590 1.1219 -1.0701
42 H -4.9734 0.7672 -1.0308

Results
Lowest unoccupied orbital energy (eV): 0.211
SMILES: CCC(=O)OCC[C@@]1(P(N)O)OC(=O)O[C@H]1CCCI.O
Spin multiplicity: 1
Molecular weight (Da): 437.17

Atomic partial charges in e from the Löwdin method, atoms 1 to 5:
1. C -0.085
2. C -0.145
3. C -0.500
4. O 0.142
5. O -0.004

---

No. 6
Here is a cluster of 2 separate species, C11H21N2O in total from OMol25. Energies are from ωB97M-V/def2-TZVPD.

Positions of all 35 atoms, in Å:
1 C -2.6265 -0.6925 -0.2964
2 C -4.0004 -0.3434 -0.8016
3 C -4.4694 0.7815 0.1262
4 C -3.1699 1.3487 0.7118
5 C 1.3306 -1.7815 0.2957
6 C 3.2306 0.3708 0.9720
7 C 1.4746 1.8838 0.0179
8 C 2.9426 0.5553 -1.5155
9 C 0.3926 -3.9515 0.3901
10 C 1.2116 -0.5513 -0.2188
11 C 2.2154 0.5512 -0.1570
12 N 0.3190 -2.7077 0.1252
13 N -2.2297 0.2558 0.5501
14 O -1.9685 -1.6791 -0.6240
15 H -3.9109 -0.0166 -1.8403
16 H -4.6491 -1.2177 -0.7887
17 H -5.0420 1.5412 -0.3993
18 H -5.0926 0.3750 0.9224
19 H -2.8207 2.2247 0.1540
20 H -3.2656 1.6234 1.7631
21 H 2.2056 -2.1248 0.8301
22 H 2.7295 0.2347 1.9277
23 H 3.8537 1.2579 1.0412
24 H 3.8831 -0.4786 0.7898
25 H 2.1838 2.7049 -0.0302
26 H 0.7364 2.0297 -0.7681
27 H 0.9765 1.9241 0.9848
28 H 3.4542 -0.3900 -1.6814
29 H 3.6802 1.3531 -1.5212
30 H 2.2458 0.7234 -2.3329
31 H 1.3021 -4.3946 0.7772
32 H -1.3301 0.2686 1.0055
33 H -0.4621 -4.5860 0.2184
34 H -0.6108 -2.2900 -0.2316
35 H 0.3179 -0.3266 -0.7899

Results
Lowest unoccupied orbital energy (eV): -4.099
Spin multiplicity: 1
Relative energy (zero: lowest compared OMol25 entry of this formula, charge and spin) (eV): 0.000
Molecular weight (Da): 197.30
Net charge: +1

Atomic partial charges in e from the Löwdin method, atoms 1 to 5:
1. C -0.451
2. C -0.067
3. C -0.138
4. C -0.151
5. C -0.067

---

No. 7
Here is the molecule C11H21N3O4 from OMol25. Energies are from ωB97M-V/def2-TZVPD.

Positions of all 39 atoms, in Å:
1 C 3.6874 -2.9238 -1.0950
2 C 3.0188 -1.8794 -0.2203
3 C 3.3675 -2.0576 1.2111
4 N 3.5659 -0.5436 -0.5771
5 C 1.4537 -2.0564 -0.4374
6 O 0.7921 -2.7353 0.3265
7 N 0.8394 -1.2864 -1.3830
8 C -0.5660 -1.0047 -1.4598
9 C -0.9325 0.3920 -0.8667
10 C -0.9049 0.3842 0.6629
11 C -1.3861 1.7550 1.2418
12 C -2.7903 2.1138 0.7738
13 O -3.0944 3.4275 1.2243
14 N -3.8860 3.4116 2.4171
15 O -3.3297 3.5909 3.4928
16 O -5.0687 3.1589 2.2748
17 C -2.7784 2.1454 -0.7568
18 C -2.3218 0.8214 -1.3468
19 H 3.2801 -2.8779 -2.1026
20 H 3.4829 -3.9486 -0.6634
21 H 4.7652 -2.7771 -1.1833
22 H 4.4586 -1.9459 1.3761
23 H 2.8184 -1.2655 1.7520
24 H 3.0251 -3.0086 1.5803
25 H 3.0898 0.1737 0.0031
26 H 4.5991 -0.5138 -0.4948
27 H 1.4383 -0.5868 -1.7665
28 H -0.8109 -1.0149 -2.5443
29 H -1.2407 -1.7851 -1.0504
30 H -0.1987 1.1417 -1.1811
31 H -1.5226 -0.4145 1.0069
32 H 0.0974 0.2143 1.0545
33 H -0.6570 2.5275 1.0151
34 H -1.4115 1.6696 2.3522
35 H -3.5533 1.3789 1.0720
36 H -3.7688 2.4106 -1.0968
37 H -2.1436 2.9805 -1.0817
38 H -2.3454 0.8979 -2.4309
39 H -3.0685 0.0304 -1.0989

Results
Lowest unoccupied orbital energy (eV): -0.060
SMILES: CC(C)(N)C(=O)NC[C@H]1CC[C@H](O[N+](=O)[O-])CC1
Spin multiplicity: 1
Relative energy (zero: lowest compared OMol25 entry of this formula, charge and spin) (eV): 5.706
Molecular weight (Da): 259.31

Atomic partial charges in e from the Löwdin method, atoms 1 to 5:
1. C -0.043
2. C -0.570
3. C -0.068
4. N 0.041
5. C -0.421

---

No. 8
Here is a cluster of 2 separate species, C11H21N3O4S in total from OMol25. Energies are from ωB97M-V/def2-TZVPD.

Positions of all 40 atoms, in Å:
1 N -6.1358 -3.4524 -1.1961
2 C -5.0311 -4.0936 -1.5187
3 C -3.6456 -4.9124 -1.8471
4 C -2.6218 -5.0698 -0.5750
5 C -3.2802 -6.2390 0.4228
6 N -3.8513 -7.1207 1.2150
7 C -2.4396 -3.7213 0.3407
8 S -2.1179 -2.1453 -0.6192
9 O -1.7178 -2.3462 -2.1005
10 O -0.9121 -1.4248 0.1011
11 H -3.9757 -6.0193 -2.1476
12 H -3.0784 -4.5012 -2.8132
13 H -1.5523 -5.4686 -0.8516
14 H -1.4726 -3.9078 1.0143
15 H -3.3316 -3.6182 1.1274
16 H -3.2818 -1.3287 -0.4478
17 C 0.6510 1.1938 -1.4749
18 O 0.1441 2.0362 -0.4463
19 C 0.2698 1.4766 0.8670
20 C 1.3574 2.2096 1.6751
21 N 2.6962 1.9197 1.1544
22 C 3.7455 2.8222 1.6452
23 C 3.5912 4.3318 1.3706
24 O 3.7342 4.7003 -0.0023
25 C 2.5769 4.4800 -0.7962
26 H 0.3105 1.5912 -2.4349
27 H 1.7422 1.1991 -1.4799
28 H 0.2819 0.1711 -1.3719
29 H 0.4434 0.3931 0.8435
30 H -0.6923 1.6435 1.3642
31 H 1.3022 1.8971 2.7230
32 H 1.1318 3.2774 1.6256
33 H 2.6802 1.9819 0.1408
34 H 4.6792 2.4899 1.1775
35 H 3.8622 2.6644 2.7269
36 H 4.4121 4.8374 1.8952
37 H 2.6713 4.7499 1.7910
38 H 1.6498 4.6580 -0.2441
39 H 2.5970 3.4733 -1.2106
40 H 2.6077 5.1717 -1.6432

Results
Lowest unoccupied orbital energy (eV): -0.387
SMILES: N#CC[C@H](C#N)C[SH](=O)=O.COCCNCCOC
Spin multiplicity: 1
Relative energy (zero: lowest compared OMol25 entry of this formula, charge and spin) (eV): 8.562
Molecular weight (Da): 291.37

Atomic partial charges in e from the Löwdin method, atoms 1 to 5:
1. N 0.087
2. C -0.118
3. C -0.161
4. C -0.283
5. C -0.104

---

| no. | orbital gap (eV) | maximum force (eV/Å) | E_HOMO (eV) |
| --- | --- | --- | --- |
| 1 | 10.0370 | 5.51 | -9.4 |
| 2 | 9.4623 | 0.18 | -9.6 |
| 3 | 9.0386 | 1.16 | -8.9 |
| 4 | 8.9519 | 0.53 | -12.2 |
| 5 | 9.3853 | 1.65 | -9.2 |
| 6 | 9.3685 | 1.56 | -13.5 |
| 7 | 9.3955 | 2.32 | -9.5 |
| 8 | 8.0904 | 12.69 | -8.5 |